No. 1
{
  "formula": "C19H20N2",
  "method": "ωB97M-V/def2-TZVPD",
  "max_force_ev_per_a": 1.56,
  "homo_ev": -7.660,
  "gap_ev": 8.6,
  "e_above_lowest_ev": 0.1047,
  "lumo_ev": 0.9,
  "symbols": ["C", "C", "C", "C", "N", "C", "C", "C", "C", "C", "C", "H", "H", "H", "H", "H", "H", "H", "H", "H", "H", "H", "C", "C", "C", "N", "C", "C", "C", "C", "C", "C", "H", "H", "H", "H", "H", "H", "H", "H", "H"],
  "positions_angstrom": [[2.87178, 0.77604, 0.56898], [2.38799, 0.57241, 1.99862], [1.40944, -0.54868, 2.24491], [0.63831, -0.59791, 3.35263], [-0.25627, -1.65479, 3.25940], [0.05792, -2.38218, 2.14337], [-0.44307, -3.59781, 1.67372], [0.01089, -4.06810, 0.45975], [0.92353, -3.33183, -0.29576], [1.47335, -2.15083, 0.16930], [1.07100, -1.70377, 1.43336], [2.13080, 0.47120, -0.16817], [3.76283, 0.19694, 0.31764], [3.11731, 1.80946, 0.32153], [3.24872, 0.41851, 2.65693], [1.91080, 1.50362, 2.30301], [0.58158, 0.10944, 4.16289], [-0.69912, -2.11689, 4.03691], [-1.18255, -4.14374, 2.24390], [-0.32610, -5.03748, 0.12076], [1.32799, -3.79203, -1.18643], [2.25171, -1.67271, -0.40337], [0.65425, 0.58337, -3.19040], [-0.48281, 1.48827, -2.82246], [-1.22004, 2.27087, -3.64781], [-2.27175, 2.84873, -2.95834], [-2.22902, 2.42373, -1.65176], [-3.15401, 2.62745, -0.63022], [-2.93739, 1.96034, 0.55984], [-1.83011, 1.11793, 0.72103], [-0.88317, 0.99070, -0.28235], [-1.13691, 1.53805, -1.54053], [1.43021, 0.48450, -2.43789], [1.07575, 0.93927, -4.12883], [0.25001, -0.39526, -3.44671], [-1.05482, 2.55057, -4.67727], [-3.04754, 3.29890, -3.41141], [-4.01829, 3.25492, -0.79295], [-3.62623, 2.13334, 1.37479], [-1.65061, 0.59725, 1.65274], [-0.13635, 0.22820, -0.10332]],
  "lowdin_charge": [-0.11, -0.19, -0.19, -0.07, 0.07, -0.22, -0.02, -0.10, -0.10, -0.03, -0.13, 0.03, 0.07, 0.07, 0.11, 0.11, 0.12, 0.15, 0.11, 0.10, 0.10, 0.10, -0.04, -0.23, -0.07, 0.07, -0.22, -0.03, -0.10, -0.09, -0.01, -0.13, 0.06, 0.07, 0.08, 0.12, 0.15, 0.10, 0.10, 0.09, 0.09]
}

***

No. 2
{
  "formula": "HN3O3",
  "method": "ωB97M-V/def2-TZVPD",
  "max_force_ev_per_a": 3.35,
  "homo_ev": [2.300, 2.306],
  "total_charge": -2,
  "gap_ev": [5.3, 5.3],
  "e_above_lowest_ev": 0.2915,
  "lumo_ev": [7.6, 7.6],
  "symbols": ["N", "N", "N", "O", "O", "O", "H"],
  "positions_angstrom": [[0.55225, -0.87462, -0.16341], [-2.29355, 0.32477, -0.38619], [1.48310, 0.02435, 0.01788], [-3.41557, 0.17654, 0.29338], [1.36877, 1.24570, 0.30549], [2.68065, -0.32275, -0.12485], [-0.37564, -0.57400, 0.05771]],
  "lowdin_charge": [0.03, -0.31, -0.66, -0.57, -0.18, -0.23, -0.08]
}

***

No. 3
{
  "formula": "C5H9NO",
  "method": "ωB97M-V/def2-TZVPD",
  "max_force_ev_per_a": 2.72,
  "homo_ev": -8.773,
  "gap_ev": 9.7,
  "e_above_lowest_ev": 2.3846,
  "lumo_ev": 0.9,
  "symbols": ["C", "C", "N", "C", "C", "C", "O", "H", "H", "H", "H", "H", "H", "H", "H", "H"],
  "positions_angstrom": [[0.45414, 0.86677, -1.46791], [-0.47982, 0.62253, -0.53054], [-1.34684, 1.66737, -0.11412], [-0.81876, -0.68030, 0.22502], [0.46189, -1.52856, 0.40594], [1.51884, -0.79875, 1.22536], [1.79895, -0.90181, 2.38793], [0.55782, 1.92809, -1.71516], [0.73500, 0.13449, -2.20943], [-1.63081, 2.38271, -0.76060], [-1.16884, 2.04170, 0.80914], [-1.34334, -0.57264, 1.18038], [-1.56438, -1.11630, -0.44123], [0.18016, -2.46899, 0.88614], [0.85610, -1.73368, -0.58541], [1.78989, 0.15738, 0.70451]],
  "lowdin_charge": [0.02, -0.42, 0.06, -0.14, -0.16, -0.27, 0.05, 0.06, 0.06, 0.08, 0.09, 0.12, 0.12, 0.11, 0.10, 0.11]
}

***

No. 4
{
  "formula": "C2H8P2S2",
  "method": "ωB97M-V/def2-TZVPD",
  "max_force_ev_per_a": 2.77,
  "homo_ev": [-8.101, -7.730],
  "gap_ev": [7.6, 6.0],
  "e_above_lowest_ev": 2.9671,
  "lumo_ev": [-0.5, -1.7],
  "symbols": ["C", "C", "P", "P", "S", "S", "H", "H", "H", "H", "H", "H", "H", "H"],
  "positions_angstrom": [[-1.38693, -0.24044, -0.22137], [-0.73469, -0.37353, -1.53063], [-0.17747, -0.11105, 1.20233], [1.89577, 0.34226, -0.52049], [3.05904, -1.00179, 0.27782], [-1.30968, 0.16943, 2.96357], [-2.12622, -0.99556, -0.08055], [-1.87175, 0.73806, -0.24285], [-0.68494, -1.26220, -2.14253], [-0.64325, 0.54987, -2.16188], [-0.06456, -1.41773, 1.06707], [2.03778, 1.59098, 0.22525], [2.72638, 0.67377, -1.75398], [-0.71949, 1.33793, 2.91826]],
  "lowdin_charge": [-0.56, -0.11, 0.45, 0.12, -0.01, 0.37, 0.06, 0.07, 0.05, 0.06, -0.10, -0.09, -0.07, -0.24]
}

***

No. 5
{
  "formula": "C27H40N9P2RbS",
  "method": "ωB97M-V/def2-TZVPD",
  "max_force_ev_per_a": 0.63,
  "homo_ev": -6.414,
  "gap_ev": 6.7,
  "e_above_lowest_ev": 0.8984,
  "lumo_ev": 0.3,
  "symbols": ["Rb", "C", "C", "N", "N", "C", "N", "S", "C", "C", "C", "C", "C", "N", "H", "H", "H", "H", "H", "H", "H", "H", "H", "C", "P", "C", "C", "C", "P", "C", "C", "H", "H", "H", "H", "H", "H", "H", "H", "H", "H", "H", "H", "H", "H", "H", "H", "N", "C", "C", "C", "C", "C", "N", "C", "C", "C", "C", "C", "N", "H", "H", "H", "H", "H", "H", "H", "H", "H", "C", "N", "C", "C", "N", "H", "H", "H", "H", "H", "H"],
  "positions_angstrom": [[0.09512, -0.10435, 0.61168], [3.61403, -3.47032, 1.96629], [2.86045, -2.18262, 1.83708], [1.61475, -2.06672, 2.13084], [1.06861, -3.12318, 2.80571], [-0.15475, -3.50091, 2.51032], [-0.77336, -4.18290, 3.54044], [-1.04716, -3.34481, 1.02876], [3.58849, -0.94032, 1.42052], [4.94719, -0.98696, 1.11624], [5.61224, 0.17124, 0.74926], [4.91166, 1.36158, 0.69109], [3.56602, 1.32393, 1.02633], [2.91826, 0.22141, 1.38893], [2.90615, -4.29048, 2.03180], [4.23892, -3.49468, 2.86525], [4.26862, -3.63588, 1.10768], [-0.14813, -4.46318, 4.28045], [-1.45923, -4.85893, 3.25084], [5.47987, -1.92519, 1.17003], [6.66795, 0.13719, 0.50848], [5.38347, 2.29185, 0.40655], [2.97639, 2.23622, 1.00100], [-1.84894, 2.61783, 4.50826], [-1.17792, 2.24008, 2.84201], [0.05985, 3.58955, 2.68433], [-2.52281, 2.91362, 1.77435], [-3.69843, 1.92592, 1.63751], [-3.11216, 0.23135, 1.13159], [-3.36150, -0.73854, 2.66832], [-4.54857, -0.37127, 0.15458], [-2.13288, 3.66979, 4.59947], [-1.09944, 2.38461, 5.26548], [-2.72384, 1.99761, 4.71124], [-0.38215, 4.57265, 2.86701], [0.49184, 3.58287, 1.68129], [0.87138, 3.42838, 3.39523], [-2.07698, 3.07716, 0.78821], [-2.84757, 3.89006, 2.14728], [-4.40162, 2.28269, 0.88122], [-4.25640, 1.85656, 2.57574], [-4.37825, -0.62505, 3.05305], [-2.64913, -0.42567, 3.43371], [-3.15495, -1.78868, 2.45135], [-5.49593, -0.25984, 0.68871], [-4.39193, -1.42867, -0.06640], [-4.61105, 0.16437, -0.79503], [1.50132, 2.38659, -3.28346], [2.31576, 1.30385, -2.93117], [3.58283, 1.22975, -3.52768], [4.39270, 0.16467, -3.20525], [3.93831, -0.80321, -2.31276], [2.67647, -0.62807, -1.78598], [1.87969, 0.40630, -2.07157], [0.17269, 2.67732, -2.97628], [-0.39753, 3.79048, -3.61693], [-1.71553, 4.08628, -3.36975], [-2.44811, 3.27828, -2.50162], [-1.78710, 2.21964, -1.91569], [-0.49760, 1.91949, -2.12452], [1.91340, 3.00997, -3.95462], [3.90968, 1.98859, -4.22873], [5.37680, 0.08366, -3.65052], [4.54177, -1.65520, -2.03348], [2.25611, -1.35432, -1.09417], [0.19227, 4.39404, -4.29656], [-2.17590, 4.93832, -3.85473], [-3.49153, 3.46696, -2.28956], [-2.30769, 1.55557, -1.23125], [-2.00056, -4.58582, -2.19716], [-1.78116, -3.35355, -2.95948], [-2.71126, -3.06737, -4.04263], [-1.25039, -2.31576, -2.31218], [-0.77606, -1.41570, -1.76366], [-1.84412, -5.44084, -2.85467], [-3.01794, -4.61886, -1.79667], [-1.30150, -4.62765, -1.36560], [-2.65881, -3.86909, -4.77870], [-2.43336, -2.13211, -4.52175], [-3.73984, -2.99159, -3.67524]],
  "lowdin_charge": [0.51, -0.04, -0.31, -0.04, -0.05, -0.93, 0.03, 0.46, -0.25, -0.03, -0.07, -0.07, -0.15, 0.04, 0.07, 0.09, 0.07, 0.08, 0.05, 0.10, 0.11, 0.10, 0.10, -0.29, 0.79, -0.30, -0.45, -0.43, 0.75, -0.30, -0.29, 0.04, 0.04, 0.03, 0.04, 0.03, 0.04, 0.05, 0.08, 0.07, 0.07, 0.04, 0.02, 0.00, 0.04, 0.03, 0.03, 0.12, -0.30, -0.02, -0.07, -0.07, -0.15, 0.11, -0.30, -0.02, -0.08, -0.07, -0.15, 0.12, 0.12, 0.11, 0.11, 0.10, 0.09, 0.11, 0.11, 0.10, 0.06, -0.06, -0.20, -0.05, -0.31, 0.10, 0.09, 0.09, 0.02, 0.09, 0.09, 0.09]
}

***

No. 6
{
  "formula": "C2H4N2P2",
  "method": "ωB97M-V/def2-TZVPD",
  "max_force_ev_per_a": 3.92,
  "homo_ev": [-8.448, -8.147],
  "gap_ev": [7.5, 7.2],
  "e_above_lowest_ev": 4.3164,
  "lumo_ev": [-0.9, -1.0],
  "symbols": ["C", "C", "N", "N", "P", "P", "H", "H", "H", "H"],
  "positions_angstrom": [[-2.43091, 0.82583, -1.00095], [1.73812, -0.38330, 0.59238], [-0.68989, -0.73553, 0.48648], [0.38485, -0.01587, 0.10212], [0.34299, 1.38624, -0.68594], [-2.20187, -0.48961, 0.01205], [-3.25582, 0.97806, -1.65374], [1.62438, -0.62291, 1.55706], [1.98922, -1.35652, 0.01912], [2.49893, 0.41361, 0.57142]],
  "lowdin_charge": [-0.38, -0.14, -0.39, -0.71, 0.88, 0.62, -0.10, 0.02, 0.12, 0.07]
}

***

No. 7
{
  "formula": "C44H37BrMoN10O",
  "method": "ωB97M-V/def2-TZVPD",
  "max_force_ev_per_a": 0.69,
  "homo_ev": [-12.299, -12.311],
  "total_charge": 2,
  "spin_multiplicity": 3,
  "gap_ev": [5.6, 5.6],
  "e_above_lowest_ev": 0.0000,
  "lumo_ev": [-6.7, -6.7],
  "symbols": ["Mo", "C", "C", "C", "C", "N", "C", "C", "C", "C", "C", "C", "C", "H", "H", "H", "H", "H", "H", "H", "H", "C", "C", "N", "C", "C", "C", "C", "C", "C", "C", "C", "C", "N", "C", "H", "H", "H", "H", "H", "H", "H", "H", "Br", "C", "C", "C", "C", "C", "C", "N", "N", "C", "C", "C", "C", "O", "C", "N", "C", "C", "C", "C", "H", "H", "H", "H", "H", "H", "H", "H", "H", "C", "N", "C", "N", "C", "N", "C", "N", "C", "C", "H", "H", "H", "H", "H", "H", "H", "H", "H", "H", "H", "H"],
  "positions_angstrom": [[-0.15363, -1.15505, 0.11654], [-0.04722, -2.01225, 4.47581], [-1.37502, -1.79551, 4.82482], [-2.28680, -1.42373, 3.85297], [-1.85600, -1.26116, 2.54156], [-0.55096, -1.41146, 2.23255], [0.32477, -1.79903, 3.16688], [-2.74779, -1.05083, 1.38305], [-4.05637, -0.60153, 1.53100], [-4.89198, -0.55473, 0.42562], [-4.42756, -0.95201, -0.82072], [-3.10433, -1.34306, -0.98261], [-2.24237, -1.37946, 0.11002], [0.68538, -2.32802, 5.20432], [-1.70123, -1.93755, 5.84642], [-3.33075, -1.29914, 4.09872], [1.35055, -1.91551, 2.84062], [-4.43086, -0.29064, 2.49726], [-5.91217, -0.21371, 0.53799], [-5.09318, -0.93496, -1.67374], [-2.75004, -1.60260, -1.97293], [4.22068, -1.28079, -0.66574], [2.88464, -0.89969, -0.52123], [1.93527, -1.77234, -0.21617], [2.26167, -3.07729, -0.07215], [3.57201, -3.54712, -0.18638], [4.56698, -2.59861, -0.48650], [3.82192, -4.94855, -0.00896], [2.80537, -5.80305, 0.24379], [1.45037, -5.33770, 0.33417], [0.34946, -6.18194, 0.56814], [-0.90999, -5.64141, 0.62132], [-1.07807, -4.26388, 0.44263], [-0.06255, -3.43994, 0.22183], [1.18575, -3.97549, 0.17438], [4.95999, -0.53252, -0.91276], [2.57548, 0.13028, -0.64762], [5.59753, -2.91590, -0.58481], [4.83944, -5.30818, -0.08614], [2.99616, -6.86006, 0.37491], [0.50409, -7.24532, 0.70014], [-1.78054, -6.25724, 0.79449], [-2.06171, -3.81523, 0.47484], [-6.37828, 5.44439, -3.12503], [-4.78481, 4.84472, -3.93474], [-4.51687, 3.48337, -3.97819], [-3.33748, 3.03732, -4.54736], [-2.44533, 3.95845, -5.08415], [-2.75067, 5.31311, -5.10371], [-3.91160, 5.76438, -4.49850], [-1.24358, 3.55927, -5.74573], [-0.45029, 2.76170, -5.24101], [-0.55533, 2.30120, -3.88819], [-0.61041, 3.14489, -2.80765], [-0.53198, 2.65690, -1.48752], [-0.39629, 1.31302, -1.27021], [-0.29898, 0.74540, -0.04205], [-0.31185, 0.43237, -2.36901], [-0.15206, -0.88710, -2.06360], [-0.04643, -1.76057, -3.05047], [-0.08862, -1.37676, -4.39600], [-0.24575, -0.05001, -4.71791], [-0.36914, 0.90432, -3.68841], [-5.23328, 2.78123, -3.57512], [-3.13097, 1.97574, -4.59755], [-2.07089, 6.00340, -5.58528], [-4.14911, 6.81855, -4.48612], [-0.72054, 4.20928, -2.96306], [-0.59202, 3.34176, -0.65233], [0.07551, -2.80109, -2.77272], [0.00965, -2.13108, -5.16288], [-0.26483, 0.27777, -5.74933], [2.06923, 2.19319, 1.35751], [2.69435, 3.27882, 2.09554], [3.94289, 2.78464, 2.68215], [3.71261, 1.63911, 3.56792], [3.07249, 0.58541, 2.79572], [1.79162, 1.00612, 2.19581], [0.91520, 1.46903, 3.29563], [1.51361, 2.53957, 4.07877], [1.79526, 3.66650, 3.18682], [2.78561, 2.05859, 4.62594], [2.73408, 1.90572, 0.53728], [1.12655, 2.54267, 0.93821], [4.41262, 3.58676, 3.25137], [4.62224, 2.48600, 1.88040], [2.89142, -0.26715, 3.45700], [3.75126, 0.26955, 1.99730], [0.70334, 0.63087, 3.96053], [-0.02363, 1.82079, 2.85931], [2.25600, 4.47144, 3.75978], [0.85692, 4.03293, 2.76555], [2.59428, 1.21176, 5.28880], [3.24784, 2.85567, 5.20823]],
  "lowdin_charge": [1.75, -0.03, -0.01, 0.03, -0.20, -0.04, -0.13, -0.20, 0.00, -0.04, -0.05, -0.09, -0.24, 0.12, 0.13, 0.12, 0.11, 0.12, 0.12, 0.12, 0.10, 0.00, -0.09, -0.02, -0.16, -0.12, 0.05, 0.02, 0.02, -0.12, 0.04, 0.00, -0.07, 0.00, -0.16, 0.13, 0.11, 0.14, 0.13, 0.13, 0.14, 0.13, 0.11, 0.78, -0.69, -0.12, -0.03, -0.28, -0.01, -0.10, 0.11, 0.09, -0.21, 0.02, 0.05, -0.30, -0.25, -0.16, -0.03, -0.09, -0.01, 0.05, -0.08, 0.10, 0.12, 0.12, 0.11, 0.13, 0.13, 0.12, 0.12, 0.13, -0.19, -0.08, -0.16, -0.08, -0.19, -0.09, -0.18, -0.08, -0.16, -0.16, 0.11, 0.10, 0.13, 0.13, 0.11, 0.11, 0.10, 0.13, 0.13, 0.13, 0.13, 0.13]
}